(1)
Density functional theory data (ωB97M-V with the def2-TZVPD basis set) for a molecular structure, C11H29BiN3S2.

Last column: natural (NBO) charge in e.
Geometry (Å):
Bi: -0.74954 -0.25620 0.43836  1.629
S: -0.87566 -1.94385 -1.81159  0.284
S: -0.06375 2.38688 0.90938  0.274
C: 0.56490 -1.28650 -2.76022  -0.739
C: -2.24602 -1.02639 -2.63395  -0.538
C: -2.03926 0.47663 -2.74596  -0.256
N: -1.95760 1.09824 -1.39502  -0.666
C: -1.63045 2.54309 -1.46440  -0.259
C: -1.45667 3.12494 -0.07262  -0.524
H: -3.18366 -1.27669 -2.11287  0.247
H: -2.29594 -1.44704 -3.64871  0.293
H: -2.89316 0.93000 -3.28077  0.256
H: -1.12251 0.72554 -3.30536  0.230
H: -2.45769 3.06219 -1.97635  0.257
H: -0.72390 2.66892 -2.07506  0.230
H: -2.37562 3.04773 0.53243  0.247
H: -1.19269 4.18783 -0.16952  0.294
C: 1.29369 2.58862 -0.32360  -0.732
H: -2.90699 1.04150 -1.00595  0.386
H: 1.27406 1.84440 -1.13394  0.215
H: 2.23315 2.47208 0.22388  0.268
H: 1.25631 3.59825 -0.74323  0.284
H: 1.41922 -1.91727 -2.49062  0.271
H: 0.83261 -0.24251 -2.53695  0.210
H: 0.36531 -1.39620 -3.83220  0.285
C: -3.01660 -0.06488 1.02339  -0.615
C: -2.60757 -0.76269 2.21329  -0.320
H: -3.57272 -0.61954 0.24374  0.287
H: -3.27869 1.00803 1.11659  0.282
H: -2.82780 -1.84196 2.27325  0.280
H: -2.61270 -0.20531 3.16422  0.290
N: 0.12050 -1.67605 2.43698  -0.850
C: 1.28848 -1.28173 3.23793  -0.231
C: 2.58963 -1.72576 2.57207  -0.446
C: 2.55895 -1.79839 1.05017  -0.229
N: 2.10408 -0.53108 0.43586  -0.866
H: 0.15271 -2.66515 2.20654  0.414
H: -0.76501 -1.49453 2.91598  0.384
H: 1.23386 -0.19642 3.36299  0.199
H: 1.20049 -1.74154 4.23406  0.249
H: 3.38978 -1.03609 2.87769  0.251
H: 2.86350 -2.72417 2.94732  0.262
H: 3.57290 -2.01844 0.68826  0.244
H: 1.91837 -2.62097 0.69107  0.186
H: 2.39179 -0.45768 -0.54626  0.394
H: 2.50017 0.28206 0.91660  0.389

Computed properties:
Net charge   +3
E_LUMO (alpha / beta)   -12.102 / -12.101 eV

---

(2)
Density functional theory data (ωB97M-V with the def2-TZVPD basis set) for 2 unconnected molecules or ions with the total composition C4H11N2O.

Last column: natural (NBO) charge in e.
Geometry (Å):
C: -0.81827 2.15730 0.87853  -0.006
O: -1.72279 2.05691 1.84542  -0.945
C: -0.56695 0.79425 0.14716  -0.269
N: 0.34520 0.87224 -1.05057  -0.901
H: -1.13020 2.89168 0.06861  0.042
H: 0.20746 2.42958 1.21497  0.048
H: -0.08124 0.18845 0.94727  0.190
H: -1.60436 0.44144 -0.16536  0.170
H: 0.02093 1.53222 -1.78607  0.352
H: 1.20149 1.29612 -0.66104  0.350
C: 1.90197 -1.81594 0.17832  -0.557
C: 0.89344 -2.43815 -0.43392  0.026
N: -0.01544 -1.94273 -1.35955  -0.847
H: 2.12160 -0.77081 -0.05535  0.202
H: 2.47827 -2.40370 0.90983  0.192
H: 0.72449 -3.48550 -0.11537  0.164
H: 0.03722 -0.96531 -1.52412  0.420
H: -0.96281 -2.30078 -1.34637  0.369

Computed properties:
Energy above the lowest of the compared OMol25 structures with the same formula, charge and spin   40.1 kcal/mol
Net charge   -1
E_LUMO   3.869 eV